Below is a 12-piece molecular cluster, C57H147N9O21 overall in a non-equilibrium geometry, with properties calculated with ωB97M-V/def2-TZVPD.

The geometry in XYZ format:
```
234
Properties=species:S:1:pos:R:3:forces:R:3:mulliken_charge:R:1
C 7.577 2.037 3.922 -0.54 -0.09 0.48 -0.91
O 6.777 2.225 2.779 0.01 0.09 -0.31 -0.20
C 6.105 1.090 2.278 0.09 -0.35 -0.21 -0.55
C 5.615 1.372 0.872 0.37 0.53 -0.16 -0.85
N 4.550 2.382 0.844 0.42 -0.81 0.30 1.32
C 4.130 2.685 -0.519 0.23 0.92 0.76 -0.34
C 2.851 3.498 -0.488 -0.02 0.27 -0.39 0.94
O 2.473 3.913 -1.783 0.05 0.26 -0.24 -0.64
C 2.074 2.860 -2.616 -0.57 -0.31 0.02 -0.36
H 6.967 1.998 4.841 0.02 0.17 -0.16 0.29
H 8.228 2.908 3.957 0.17 -0.14 0.19 0.28
H 8.152 1.101 3.934 0.09 0.15 -0.46 0.33
H 5.252 0.811 2.916 0.17 -0.02 0.06 -0.19
H 6.809 0.245 2.196 -0.14 0.04 0.27 0.68
H 5.299 0.426 0.415 -0.25 0.13 0.11 0.32
H 6.493 1.708 0.282 -0.17 -0.15 0.12 0.42
H 4.923 3.216 1.322 -0.36 -0.29 -0.54 -0.01
H 3.971 1.768 -1.084 -0.03 0.01 0.21 -1.16
H 4.901 3.292 -1.025 -0.13 -0.22 -0.28 0.44
H 2.990 4.438 0.042 0.18 -0.08 0.33 0.73
H 2.034 2.944 -0.005 0.03 -0.09 0.04 -0.70
H 1.528 3.267 -3.464 0.06 0.11 -0.04 0.44
H 1.377 2.208 -2.067 0.04 -0.13 -0.18 0.02
H 2.903 2.256 -3.002 0.10 0.03 0.10 0.23
C 0.787 -5.510 7.635 0.11 0.01 -1.11 -0.78
O 0.493 -4.135 7.553 -0.14 -0.15 0.62 -0.38
C 0.515 -3.672 6.228 0.25 -0.01 -0.37 -1.07
C 0.048 -2.255 6.211 -0.23 1.33 0.23 -0.28
N -1.381 -2.117 6.382 -0.57 -0.66 -0.12 -0.10
C -1.847 -0.761 6.481 0.50 0.27 -0.10 -0.25
C -3.300 -0.738 6.855 -0.64 0.41 0.14 -0.92
O -3.421 -1.260 8.166 0.22 -0.07 -0.12 -0.28
C -4.516 -0.771 8.898 0.36 0.19 0.23 -0.79
H 0.851 -5.816 8.670 -0.07 0.03 0.16 0.27
H 1.732 -5.720 7.107 0.04 0.00 0.33 0.30
H 0.028 -6.086 7.083 -0.05 -0.06 0.34 0.32
H -0.139 -4.282 5.590 0.05 -0.01 0.01 0.50
H 1.535 -3.725 5.826 -0.03 -0.06 -0.05 0.44
H 0.323 -1.746 5.282 0.02 -0.38 -0.21 0.01
H 0.563 -1.653 6.979 0.13 -0.39 0.19 0.60
H -1.718 -2.625 7.193 0.26 -0.09 0.01 0.39
H -1.675 -0.247 5.527 -0.18 -0.02 -0.05 0.04
H -1.275 -0.179 7.225 -0.09 0.01 0.10 0.43
H -3.914 -1.317 6.151 0.15 -0.11 0.02 0.29
H -3.704 0.285 6.847 0.24 0.02 -0.07 0.52
H -5.467 -1.156 8.521 -0.08 -0.01 0.08 0.29
H -4.531 0.328 8.907 -0.09 -0.06 -0.21 0.33
H -4.333 -1.073 9.927 -0.32 -0.20 0.00 0.25
C 5.908 0.658 -2.741 -0.41 -0.84 0.22 1.09
O 7.075 0.054 -2.213 -0.31 0.57 -0.10 -0.33
C 7.784 -0.755 -3.127 0.32 0.30 0.07 -0.74
C 7.392 -2.214 -3.039 0.56 0.34 0.11 -0.56
N 6.028 -2.506 -3.418 0.39 0.30 0.29 0.36
C 5.735 -3.914 -3.396 -0.86 -1.15 -0.87 -0.93
C 4.233 -4.123 -3.253 -0.15 0.45 0.29 -0.52
O 3.731 -3.596 -2.027 0.05 -0.22 -0.39 0.09
C 4.233 -4.223 -0.882 0.74 -0.34 0.59 -0.40
H 6.065 1.383 -3.549 0.44 0.03 0.14 0.65
H 5.411 1.138 -1.902 0.21 0.01 -0.29 -0.97
H 5.243 -0.123 -3.141 -0.01 0.34 0.12 -0.55
H 8.818 -0.658 -2.791 0.18 -0.23 -0.18 0.41
H 7.740 -0.342 -4.141 -0.24 -0.08 -0.06 0.32
H 7.632 -2.482 -1.996 -0.15 -0.38 -0.09 0.35
H 8.073 -2.759 -3.699 -0.03 -0.14 0.06 0.46
H 5.390 -2.008 -2.805 -0.01 -0.26 0.03 -0.38
H 6.240 -4.565 -2.669 0.30 0.56 0.33 0.38
H 5.996 -4.366 -4.366 0.10 0.15 0.06 0.43
H 3.954 -5.177 -3.345 0.12 -0.06 -0.01 0.48
H 3.724 -3.537 -4.019 -0.06 -0.19 -0.01 0.06
H 4.108 -5.314 -0.861 -0.33 0.04 -0.27 0.31
H 3.723 -3.823 -0.016 -0.19 0.06 0.03 -0.14
H 5.311 -4.063 -0.745 0.00 0.20 -0.10 0.25
C -0.931 0.307 -4.601 0.44 0.21 0.42 -0.58
O -0.783 1.682 -4.314 -0.16 -0.26 -0.44 -0.26
C -1.700 2.100 -3.350 -0.25 0.02 1.42 -0.11
C -1.720 3.597 -3.221 -0.56 1.12 0.59 -0.58
N -2.695 4.253 -4.091 0.13 -0.33 -0.05 -0.15
C -2.324 4.154 -5.483 0.09 -0.05 -0.31 -0.36
C -3.280 4.944 -6.335 0.62 0.08 -0.47 -0.84
O -3.019 6.323 -6.150 -0.18 -0.15 0.30 -0.23
C -3.823 7.141 -6.948 -0.25 0.25 -0.26 -0.85
H -1.949 0.095 -4.942 0.10 -0.09 -0.32 0.42
H -0.742 -0.312 -3.712 0.00 0.28 -0.01 -0.12
H -0.152 0.087 -5.327 -0.28 -0.27 -0.27 0.43
H -1.436 1.673 -2.366 0.30 -0.01 -0.07 0.17
H -2.731 1.737 -3.491 0.10 0.05 -0.62 0.34
H -0.707 4.027 -3.316 0.01 -0.30 -0.23 0.03
H -2.040 3.873 -2.209 0.12 -0.29 0.04 0.13
H -2.750 5.241 -3.840 0.16 -0.44 0.02 0.35
H -2.340 3.126 -5.857 -0.15 -0.11 0.36 0.30
H -1.282 4.480 -5.622 -0.05 0.22 -0.32 0.26
H -4.311 4.680 -6.071 -0.06 0.12 0.01 0.34
H -3.105 4.706 -7.394 -0.15 -0.07 0.02 0.49
H -3.488 8.161 -6.777 -0.09 0.07 -0.11 0.25
H -4.896 7.071 -6.715 0.10 -0.07 0.23 0.33
H -3.736 6.898 -8.017 0.20 0.01 0.07 0.34
C -3.251 -1.494 1.363 0.74 -0.90 -0.14 0.57
O -2.193 -2.335 1.840 -0.78 0.24 -0.26 -0.31
C -1.532 -1.808 2.962 0.91 -0.38 -0.30 -0.91
C -0.662 -0.620 2.581 -0.02 -0.29 0.36 1.76
N 0.268 -0.959 1.496 -0.55 -0.27 0.70 2.01
C 0.709 0.209 0.766 0.22 0.43 0.21 -1.02
C 1.743 -0.148 -0.268 -0.61 0.15 -0.09 0.45
O 1.088 -0.738 -1.371 0.24 -0.46 -0.20 1.08
C 2.059 -1.072 -2.344 0.53 1.14 -0.87 -0.44
H -3.870 -2.152 0.753 -0.22 0.21 0.06 -0.80
H -2.836 -0.719 0.707 -0.23 0.23 0.24 -0.07
H -3.812 -1.105 2.217 -0.11 0.21 -0.22 0.52
H -0.906 -2.641 3.288 0.00 0.08 0.36 -0.22
H -2.216 -1.517 3.761 -0.12 -0.15 0.05 0.50
H -0.030 -0.366 3.444 -0.36 0.31 0.08 -0.93
H -1.357 0.210 2.379 0.53 -0.06 -0.28 -0.68
H -0.145 -1.679 0.904 -0.05 0.39 -0.19 -0.60
H 1.156 0.949 1.448 0.09 -0.38 0.24 0.06
H -0.141 0.769 0.345 0.12 -0.18 -0.42 -0.03
H 2.472 -0.871 0.109 0.12 0.10 0.33 -0.38
H 2.269 0.765 -0.555 0.09 -0.05 -0.21 -0.53
H 1.645 -1.602 -3.198 -0.24 -0.22 0.33 0.57
H 2.938 -1.614 -1.981 -0.46 -0.15 0.30 -0.20
H 2.442 -0.130 -2.774 0.03 -0.07 0.08 -0.73
C 3.136 -0.297 6.510 0.31 -0.06 0.70 -0.59
O 2.874 1.064 6.257 0.33 0.12 -0.31 -0.45
C 2.689 1.387 4.886 -0.59 -0.54 0.02 0.65
C 3.078 2.830 4.663 0.08 0.20 -0.07 -0.77
N 2.752 3.275 3.307 -0.02 0.07 0.63 0.81
C 2.808 4.731 3.151 0.18 -0.71 -1.01 -0.44
C 4.202 5.343 3.171 -0.34 0.83 1.08 -1.04
O 4.981 4.963 2.068 -0.81 -0.13 -0.11 -0.12
C 6.202 5.626 2.001 0.67 0.24 -0.46 -1.00
H 3.420 -0.375 7.563 0.06 0.14 -0.07 0.32
H 3.991 -0.658 5.923 -0.21 -0.06 -0.14 0.30
H 2.266 -0.951 6.415 0.08 0.15 -0.53 0.18
H 1.629 1.204 4.641 0.19 0.25 -0.18 -0.10
H 3.277 0.734 4.217 0.04 0.02 0.25 -0.26
H 4.154 2.930 4.884 -0.12 0.02 0.15 0.13
H 2.527 3.447 5.380 0.07 -0.01 -0.02 0.47
H 3.408 2.846 2.655 -0.28 -0.01 -0.16 -0.43
H 2.164 5.230 3.875 0.13 -0.10 0.27 0.75
H 2.346 4.929 2.176 0.20 0.23 0.04 -0.47
H 4.717 5.113 4.116 0.06 -0.30 -0.08 0.41
H 4.083 6.439 3.213 0.06 -0.06 -0.33 0.56
H 6.600 5.476 0.997 0.04 -0.12 0.01 0.30
H 6.927 5.227 2.714 -0.02 0.05 0.18 0.23
H 6.089 6.708 2.130 -0.06 0.00 0.19 0.35
C -8.346 -5.426 -4.666 0.08 -0.42 0.22 -0.66
O -7.005 -5.256 -5.073 -0.45 -0.28 -0.18 -0.41
C -6.134 -5.108 -3.990 0.63 0.44 0.45 0.39
C -4.724 -5.217 -4.531 0.22 0.18 -1.18 -0.86
N -3.689 -5.251 -3.528 -0.27 -0.06 0.53 -0.38
C -3.695 -4.081 -2.663 0.06 -0.01 -0.19 1.01
C -2.466 -4.111 -1.783 -0.51 0.45 0.85 -0.17
O -1.288 -3.895 -2.522 0.51 -0.18 0.06 -0.51
C -1.152 -2.568 -2.941 -0.33 0.67 -1.20 -0.26
H -8.443 -6.340 -4.058 0.03 0.23 0.10 0.29
H -8.973 -5.588 -5.540 0.12 0.27 -0.15 0.29
H -8.701 -4.564 -4.088 -0.05 -0.04 -0.06 0.23
H -6.275 -5.855 -3.191 -0.20 -0.10 -0.20 0.26
H -6.266 -4.113 -3.536 -0.14 -0.14 0.02 -0.32
H -4.567 -4.385 -5.243 -0.17 0.11 0.13 0.34
H -4.674 -6.106 -5.166 0.03 -0.15 0.27 0.39
H -2.777 -5.330 -3.961 -0.03 -0.05 -0.03 0.33
H -4.610 -4.057 -2.067 0.19 -0.07 0.10 -1.11
H -3.709 -3.133 -3.231 -0.03 -0.07 -0.01 0.22
H -2.389 -5.053 -1.241 0.18 -0.25 -0.41 0.32
H -2.546 -3.364 -0.976 -0.02 0.18 -0.23 0.01
H -1.758 -2.336 -3.841 -0.20 -0.26 0.38 0.35
H -0.147 -2.351 -3.306 0.09 -0.47 0.58 -0.14
H -1.437 -1.833 -2.177 0.22 -0.20 0.17 0.15
C -4.489 -0.340 -1.841 0.22 0.74 0.01 -0.88
O -5.308 -1.434 -1.564 -0.43 -0.52 -0.18 0.09
C -6.685 -1.116 -1.419 0.54 1.17 -0.65 -0.99
C -7.470 -2.353 -1.160 0.04 -0.58 0.39 0.22
N -7.059 -2.991 0.091 0.12 0.25 -0.34 -0.26
C -7.558 -4.336 0.208 -0.73 -0.62 0.21 -0.32
C -7.011 -5.029 1.435 -0.24 -0.62 0.18 -0.79
O -5.615 -5.200 1.451 0.54 0.76 -0.01 -0.32
C -5.086 -5.808 0.307 0.21 -1.02 -0.32 -0.19
H -4.495 0.368 -0.997 0.25 -0.13 -0.02 0.52
H -4.760 0.262 -2.724 -0.39 -0.39 0.00 0.61
H -3.489 -0.722 -2.041 0.10 0.02 0.27 -0.29
H -7.045 -0.636 -2.346 0.06 -0.19 0.07 0.39
H -6.799 -0.342 -0.640 -0.07 -0.39 0.15 0.44
H -7.345 -3.074 -1.987 -0.07 0.33 -0.12 -0.28
H -8.522 -2.053 -1.132 -0.04 -0.23 0.16 0.52
H -6.041 -3.037 0.094 -0.15 0.11 0.07 0.00
H -7.408 -4.971 -0.687 0.21 0.24 0.00 0.07
H -8.649 -4.354 0.335 0.06 0.35 0.01 0.49
H -7.489 -6.016 1.549 -0.07 0.04 -0.21 0.41
H -7.265 -4.467 2.332 0.12 0.17 -0.02 0.33
H -3.998 -5.836 0.361 -0.05 0.26 0.33 0.11
H -5.340 -5.325 -0.644 -0.13 0.02 0.25 -0.06
H -5.399 -6.867 0.258 -0.13 0.20 -0.16 0.39
C -3.950 7.202 -2.946 -0.23 0.06 -0.29 -0.97
O -2.848 6.585 -2.318 -0.46 -0.08 0.07 -0.24
C -1.928 7.542 -1.859 0.63 0.51 -0.42 -0.94
C -0.703 6.818 -1.357 -0.93 -0.45 0.07 -0.26
N -1.049 6.077 -0.165 0.17 0.60 0.29 -0.40
C 0.008 5.208 0.334 -0.93 0.17 0.16 -0.27
C -0.533 4.398 1.493 0.16 -0.09 -0.01 -0.49
O -1.408 3.430 0.939 0.11 0.24 -0.28 -0.05
C -2.049 2.646 1.899 -0.03 -0.09 0.19 -0.55
H -3.593 7.799 -3.794 -0.16 0.13 0.10 0.33
H -4.534 7.817 -2.252 0.20 0.11 0.03 0.32
H -4.623 6.441 -3.342 0.17 -0.20 0.08 0.30
H -2.401 8.190 -1.114 0.10 -0.03 0.19 0.37
H -1.588 8.173 -2.695 -0.26 0.06 -0.04 0.47
H 0.089 7.539 -1.167 0.22 -0.07 0.01 0.50
H -0.446 6.132 -2.177 0.55 0.16 -0.07 -0.02
H -1.937 5.620 -0.324 0.18 -0.46 0.09 0.44
H 0.802 5.868 0.701 0.20 -0.23 -0.20 0.48
H 0.362 4.523 -0.448 0.30 0.09 0.12 -0.19
H -1.087 5.050 2.183 0.03 0.04 -0.05 0.53
H 0.274 3.911 2.064 -0.07 -0.07 -0.14 0.08
H -1.314 2.189 2.572 -0.09 0.01 0.02 0.31
H -2.589 1.875 1.353 -0.05 -0.13 0.10 0.01
H -2.766 3.213 2.504 0.02 0.12 -0.02 0.36
C 3.722 -0.011 -5.295 -0.07 0.01 -1.27 -0.43
O 3.609 -1.397 -5.002 0.05 0.37 0.04 -0.45
H 3.687 0.133 -6.385 -0.02 0.07 0.11 0.40
H 2.858 0.518 -4.906 0.03 -0.04 0.35 -0.04
H 4.661 0.438 -4.962 -0.23 -0.09 0.19 0.20
H 4.343 -1.821 -5.462 0.04 -0.14 0.28 0.29
C 3.220 -2.308 2.935 -0.71 0.34 -0.48 -0.12
O 1.838 -2.551 3.229 -0.02 0.29 -0.38 -0.38
H 3.322 -1.927 1.909 0.05 -0.02 0.10 -0.30
H 3.623 -1.548 3.607 0.21 -0.23 0.13 -0.20
H 3.754 -3.255 2.970 0.13 0.05 0.31 0.56
H 1.287 -1.933 2.668 0.58 -0.27 0.16 0.23
C 0.925 -4.295 0.109 0.15 0.53 -0.63 -0.33
O 1.860 -4.528 1.146 -0.47 0.33 0.29 -0.67
H 1.126 -3.334 -0.394 0.00 -0.12 0.00 -0.21
H 1.047 -5.065 -0.651 -0.04 -0.10 0.07 0.45
H -0.130 -4.261 0.410 0.14 -0.23 0.32 0.31
H 1.759 -3.795 1.785 0.00 -0.53 0.07 0.23
```
Positions in Å, forces in eV/Å.

Calculated values
E: -4332.3542 hartree


Below is a 12-piece molecular cluster, C17H58N4O12 overall in a non-equilibrium geometry, with properties calculated with ωB97M-V/def2-TZVPD.

The geometry in XYZ format:
```
91
Properties=species:S:1:pos:R:3:forces:R:3:mulliken_charge:R:1
N 2.287 3.918 -1.434 3.88 2.82 -0.10 -0.23
C 1.035 3.654 -1.349 -6.94 4.34 3.76 0.24
N 0.813 2.388 -1.575 -2.57 -3.34 -0.60 0.83
O 0.068 4.515 -0.887 4.52 -3.75 -2.74 -0.72
H 2.533 4.888 -1.300 0.20 -0.16 0.00 0.33
H 2.854 3.347 -2.044 0.20 0.35 0.00 0.22
H -0.189 2.070 -1.557 1.48 0.07 0.20 -0.74
H 1.611 1.737 -1.406 -1.61 0.41 0.23 0.51
N 2.860 1.758 -3.275 -0.55 1.01 -2.15 -0.22
C 3.556 0.839 -2.619 6.34 -1.79 -6.74 0.30
N 3.065 0.690 -1.429 -0.04 -1.16 5.09 -0.88
O 4.625 0.204 -3.132 -5.35 2.91 2.47 -0.72
H 3.054 1.836 -4.245 0.40 0.24 -0.75 0.24
H 1.883 1.957 -3.013 0.61 -0.28 -0.30 0.32
H 3.493 -0.187 -1.170 0.20 -0.77 1.31 0.00
H 3.436 1.402 -0.780 -0.29 -0.37 -0.07 0.24
C -3.315 0.851 1.487 -1.68 0.12 -0.61 -0.76
C -3.506 -0.453 0.763 0.29 -0.83 0.62 0.34
O -3.054 -1.425 1.667 -2.03 -0.47 1.11 -0.54
H -3.985 0.932 2.371 0.51 -0.44 -0.45 0.41
H -3.676 1.580 0.803 0.02 1.40 -0.50 0.34
H -2.311 1.037 1.779 0.78 0.14 0.14 -0.04
H -3.031 -0.675 -0.188 0.83 1.01 -0.29 -0.49
H -4.537 -0.612 0.444 -0.48 -0.08 0.75 0.47
H -2.224 -1.775 1.417 1.47 -0.93 -0.75 0.34
C -1.967 -3.279 -1.454 -0.52 -2.22 2.10 -1.47
C -0.705 -3.090 -0.614 1.20 -0.23 -1.30 1.05
O -0.976 -3.079 0.770 -0.02 0.44 0.13 -0.65
H -2.716 -2.538 -1.200 -0.09 0.16 -0.08 0.21
H -2.382 -4.283 -1.180 -0.05 0.82 0.21 0.39
H -1.890 -3.424 -2.501 0.79 0.62 -1.10 0.46
H -0.207 -2.196 -0.979 -0.03 0.77 0.43 -0.73
H 0.105 -3.830 -0.799 -0.82 -0.26 -0.17 0.43
H -0.134 -3.150 1.264 -0.64 -0.36 -0.37 0.23
C -1.402 -2.082 4.426 1.12 -0.41 0.02 -0.54
C -0.834 -1.935 5.833 -0.38 0.09 0.03 -0.52
O 0.475 -1.372 5.909 1.47 -0.90 0.73 -0.50
H -0.966 -2.949 3.930 -0.03 -0.02 -0.20 0.15
H -1.321 -1.238 3.768 0.74 0.75 -0.09 -0.05
H -2.459 -2.184 4.411 -1.05 -0.56 0.51 0.54
H -0.865 -2.891 6.342 0.05 -0.36 0.00 0.36
H -1.496 -1.295 6.385 -0.42 0.52 0.45 0.27
H 1.045 -1.826 6.607 -1.51 0.87 -1.47 0.31
C 0.152 -0.682 -3.317 -1.03 -2.11 -2.01 0.18
C 0.284 -0.187 -4.781 -2.07 -0.75 1.09 -0.36
O -0.078 -1.311 -5.593 0.73 0.21 0.06 -0.55
H 0.287 0.099 -2.651 0.76 1.32 1.49 -0.04
H 0.801 -1.577 -3.196 -0.07 0.83 0.23 0.18
H -0.890 -1.067 -3.104 0.92 0.44 -0.57 0.16
H 1.272 0.217 -5.002 0.04 -0.08 -0.06 0.31
H -0.534 0.535 -4.982 0.86 0.31 0.33 0.07
H -0.094 -0.941 -6.473 -0.11 -0.33 -0.63 0.32
C -2.643 2.522 -3.810 1.01 -0.69 -3.13 -1.08
C -2.479 2.683 -2.381 0.55 0.48 0.66 -0.39
O -1.909 1.528 -1.800 0.00 -0.40 0.34 -0.44
H -2.918 3.487 -4.213 -0.20 0.22 -0.43 0.43
H -3.443 1.824 -4.025 -0.26 -0.25 -0.27 0.39
H -1.718 2.154 -4.406 -1.30 0.72 1.26 -0.03
H -3.467 2.816 -1.978 -0.42 0.55 0.63 0.34
H -1.842 3.552 -2.212 0.04 -0.16 0.72 0.32
H -2.473 0.811 -2.116 0.33 -0.29 0.24 0.17
C -0.079 0.251 0.621 -1.11 0.05 -0.85 0.69
O 1.139 -0.402 0.290 -0.58 -0.64 2.11 1.38
H -0.809 -0.135 -0.110 -0.15 0.70 0.31 -0.22
H -0.065 1.364 0.649 0.32 -0.70 -0.38 -0.07
H -0.479 -0.029 1.603 0.69 -0.48 -0.02 -0.04
H 1.534 -0.090 -0.504 0.26 0.73 -1.09 -0.76
C 1.819 0.977 3.433 -1.51 0.06 -0.53 -0.15
O 2.568 0.661 2.299 1.17 0.51 0.50 -0.60
H 1.375 0.096 3.839 -0.16 -0.91 0.73 0.00
H 0.945 1.564 3.127 0.12 0.54 0.28 -0.09
H 2.355 1.466 4.204 0.79 0.59 0.46 0.45
H 1.927 0.206 1.771 0.06 -0.67 -1.27 0.08
C -1.166 3.661 2.108 0.45 -0.17 -1.56 -0.02
O -1.268 5.028 2.365 0.14 1.00 0.39 -0.57
H -2.135 3.315 1.768 -0.04 -0.72 0.39 0.20
H -0.715 3.154 2.936 -0.39 -0.47 0.91 0.05
H -0.463 3.453 1.280 -0.27 0.44 -0.02 -0.04
H -2.155 5.314 2.143 0.12 0.08 -0.04 0.35
C 2.959 -2.721 -0.784 -1.88 -1.12 -1.19 -0.31
O 3.962 -1.772 -0.651 0.12 -0.02 0.55 -0.54
H 3.297 -3.559 -1.372 0.40 -0.49 -0.28 0.59
H 2.106 -2.361 -1.382 0.33 0.43 0.37 -0.27
H 2.538 -3.156 0.118 0.17 0.37 0.53 0.09
H 4.739 -2.314 -0.557 0.89 0.42 0.08 0.30
C 1.624 -2.689 2.667 1.02 -0.79 -0.91 -0.71
O 1.148 -4.031 2.430 -0.40 -0.65 2.06 -0.59
H 1.643 -2.349 3.655 -0.11 -0.17 1.98 0.57
H 0.955 -1.960 2.216 0.33 -0.05 -0.75 -0.05
H 2.678 -2.696 2.332 -0.66 0.70 -0.29 0.28
H 1.066 -4.541 3.298 0.14 1.24 -1.87 0.30
```
Positions in Å, forces in eV/Å.

Calculated values
E: -1804.1872 hartree


Looking at energy relative to the best compared isomer or geometry (same formula, charge and spin) for the records above, in order, we have 0.00, 698.96 kJ/mol.
Looking at Kohn-Sham gap for the records above, in order, we have 9.1, 9.6 eV.
Looking at E_HOMO for the records above, in order, we have -8.42, -9.18 eV.